(1)
88
Properties=species:S:1:pos:R:3:mulliken_charge:R:1 method="wB97M-V/def2-TZVPD" charge=+2 lumo_ev=-7.55 de_lowest_kcal_mol=0.00 fmax_ev_per_a=1.41 gap_ev=6.2 homo_energy_ev=-13.711
Pt -0.678 0.642 0.131 3.265
O -1.731 4.566 0.579 -0.679
C -1.551 3.432 0.192 -0.232
N -1.041 2.419 0.928 0.007
C -0.927 2.615 2.364 -0.929
C -0.454 1.331 2.956 0.014
C -0.033 1.224 4.272 -1.129
C 0.416 0.011 4.750 -0.541
C 0.406 -1.098 3.909 -1.216
C -0.031 -0.943 2.618 -0.096
N -0.447 0.252 2.140 0.309
C -1.952 2.947 -1.166 0.386
C -2.606 3.752 -2.074 -0.863
C -3.077 3.182 -3.248 -0.678
C -2.881 1.824 -3.468 -0.917
C -2.190 1.086 -2.531 -0.138
N -1.732 1.644 -1.402 0.053
H -1.906 2.881 2.778 0.680
H -0.267 3.444 2.631 0.574
H -0.053 2.103 4.902 0.645
H 0.768 -0.079 5.769 0.472
H 0.731 -2.070 4.251 0.521
H -0.080 -1.773 1.930 0.815
H -2.739 4.798 -1.829 0.640
H -3.598 3.785 -3.979 0.491
H -3.254 1.338 -4.358 0.529
H -1.985 0.031 -2.672 0.481
C -3.412 -5.364 1.370 -1.073
Si -2.783 -4.623 -0.210 0.029
C -3.703 -5.237 -1.690 -1.066
C -0.958 -4.931 -0.352 -0.915
C -3.235 -2.763 -0.016 0.399
C -4.577 -2.473 0.257 -0.278
C -5.021 -1.178 0.490 -1.457
C -4.096 -0.151 0.495 -0.458
N -2.814 -0.390 0.239 -0.319
C -2.407 -1.637 -0.046 0.653
S -0.734 -1.594 -0.540 -0.533
H -3.241 -6.445 1.377 0.371
H -4.485 -5.205 1.500 0.354
H -2.899 -4.939 2.237 0.329
H -3.568 -6.318 -1.789 0.360
H -3.344 -4.773 -2.612 0.337
H -4.775 -5.047 -1.608 0.361
H -0.805 -6.013 -0.392 0.452
H -0.407 -4.551 0.513 0.251
H -0.517 -4.502 -1.255 0.265
H -5.300 -3.281 0.277 0.372
H -6.066 -0.964 0.670 0.441
H -4.380 0.877 0.689 0.575
C 2.394 -1.762 0.542 -1.180
C 2.703 -0.906 -0.697 2.233
C 4.235 -0.814 -0.778 -1.903
C 2.191 -1.546 -1.997 -1.915
P 1.859 0.752 -0.423 0.128
C 2.821 1.642 0.841 0.596
C 2.221 2.115 1.994 1.183
C 2.936 2.802 2.964 -0.450
C 4.285 3.047 2.777 -1.008
C 4.901 2.610 1.611 -1.228
C 4.185 1.915 0.651 -1.158
C 1.947 1.862 -1.953 1.969
C 1.599 3.269 -1.446 -2.221
C 0.946 1.394 -3.009 -1.453
C 3.330 1.867 -2.614 -1.644
H 2.962 -2.693 0.470 0.666
H 1.346 -2.022 0.623 -0.318
H 2.702 -1.251 1.458 0.291
H 4.580 -1.822 -1.020 0.600
H 4.683 -0.534 0.171 0.436
H 4.595 -0.151 -1.558 0.336
H 2.501 -2.594 -2.010 0.554
H 2.628 -1.060 -2.868 0.307
H 1.113 -1.521 -2.114 0.378
H 1.173 1.970 2.114 -0.675
H 2.438 3.152 3.860 0.507
H 4.853 3.586 3.523 0.431
H 5.949 2.817 1.441 0.481
H 4.701 1.608 -0.239 0.467
H 0.666 3.288 -0.885 0.697
H 1.488 3.929 -2.309 0.534
H 2.381 3.676 -0.807 0.371
H -0.004 1.139 -2.588 -0.052
H 1.314 0.524 -3.552 0.326
H 0.788 2.199 -3.730 0.602
H 4.112 2.244 -1.961 0.291
H 3.277 2.544 -3.470 0.525
H 3.616 0.888 -2.990 0.385

---

(2)
17
Properties=species:S:1:pos:R:3:mulliken_charge:R:1 method="wB97M-V/def2-TZVPD" lumo_ev=1.00 de_lowest_kcal_mol=57.00 smiles=CO[C@H]1C[C@H]1CO fmax_ev_per_a=0.40 gap_ev=10.8 homo_energy_ev=-9.841
C 2.261 0.663 0.129 -0.779
O 1.056 0.349 -0.534 -0.325
C 0.417 -0.753 0.030 -0.044
C -0.338 -0.582 1.317 -0.781
C -1.077 -0.739 0.011 -0.017
C -1.787 0.460 -0.572 -0.620
O -1.890 0.390 -1.979 -0.534
H 2.985 -0.162 0.054 0.294
H 2.084 0.877 1.193 0.314
H 2.678 1.550 -0.353 0.244
H 0.932 -1.702 -0.136 0.402
H -0.347 -1.393 2.039 0.267
H -0.338 0.416 1.752 0.267
H -1.566 -1.692 -0.184 0.362
H -2.812 0.506 -0.191 0.342
H -1.271 1.378 -0.255 0.272
H -0.987 0.433 -2.320 0.337

---

(3)
32
Properties=species:S:1:pos:R:3:mulliken_charge:R:1 method="wB97M-V/def2-TZVPD" lumo_ev=-0.28 smiles="Cc1cc(=O)[nH]c(SCn2nnc3ccccc3c2=O)n1" fmax_ev_per_a=1.37 gap_ev=8.5 homo_energy_ev=-8.809
C -3.322 1.217 1.083 -1.118
C -2.485 2.031 0.159 0.694
C -2.320 3.377 0.257 -0.581
C -1.490 4.098 -0.670 0.227
O -1.271 5.288 -0.709 -0.656
N -0.878 3.250 -1.621 -0.074
C -1.092 1.921 -1.636 0.234
S -0.238 0.992 -2.866 -0.203
C -0.610 -0.707 -2.293 -0.786
N 0.432 -1.223 -1.453 0.796
N 1.573 -1.525 -2.088 -0.741
N 2.568 -1.949 -1.492 -0.607
C 2.557 -2.125 -0.128 0.030
C 3.712 -2.580 0.516 -0.248
C 3.700 -2.759 1.880 -0.430
C 2.550 -2.492 2.625 -0.568
C 1.405 -2.043 2.006 -0.592
C 1.399 -1.855 0.624 0.548
C 0.207 -1.385 -0.078 0.744
O -0.875 -1.167 0.420 -0.611
N -1.869 1.307 -0.818 -0.176
H -4.258 0.954 0.591 0.250
H -2.795 0.291 1.304 0.260
H -3.541 1.760 1.997 0.361
H -2.803 3.952 1.031 0.410
H -0.262 3.687 -2.298 0.221
H -0.702 -1.316 -3.191 0.364
H -1.533 -0.640 -1.712 0.535
H 4.589 -2.779 -0.079 0.467
H 4.589 -3.110 2.384 0.378
H 2.561 -2.640 3.695 0.409
H 0.503 -1.830 2.560 0.461

---

(4)
17
Properties=species:S:1:pos:R:3:mulliken_charge:R:1 method="wB97M-V/def2-TZVPD" charge=-2 lumo_ev=6.36 de_lowest_kcal_mol=4.16 fmax_ev_per_a=4.20 gap_ev=6.4 homo_energy_ev=-0.068
C -0.477 -1.382 -0.879 -0.431
C 0.590 -0.885 -0.301 -0.454
C -0.973 0.631 0.058 -0.693
C 2.498 1.579 -0.524 0.534
C 1.330 1.329 0.572 -0.731
N -1.461 -0.455 -0.641 -0.030
N 0.330 0.405 0.173 0.709
N -2.914 0.329 1.397 0.095
O 2.577 0.782 -1.515 -0.705
O -3.290 1.095 2.374 -0.568
O 3.239 2.450 -0.134 -0.696
O -3.871 -0.095 0.641 -0.578
H -0.604 -2.394 -1.322 0.352
H 1.599 -1.332 -0.225 0.311
H 0.741 2.180 0.796 0.391
H 1.990 0.886 1.398 0.150
H -2.434 -0.579 -0.639 0.344

---

(5)
34
Properties=species:S:1:pos:R:3:mulliken_charge:R:1 method="wB97M-V/def2-TZVPD" lumo_ev=0.76 de_lowest_kcal_mol=84.11 smiles=Cc1c[nH]c2ccccc12.Cc1ccccc1 fmax_ev_per_a=4.57 gap_ev=8.7 homo_energy_ev=-7.947
C -0.553 -3.677 0.014 -1.265
C 0.594 -3.178 0.795 0.374
C 0.687 -3.069 2.109 -0.539
N 1.797 -2.180 2.423 -0.233
C 1.968 -1.360 1.268 -0.024
C 2.476 -0.131 1.036 -0.973
C 2.280 0.398 -0.284 -0.095
C 1.690 -0.219 -1.363 -0.742
C 1.315 -1.539 -1.047 0.098
C 1.368 -2.100 0.191 0.746
H -0.326 -4.745 -0.400 0.235
H -0.832 -3.092 -0.860 0.347
H -1.279 -3.843 0.783 0.342
H 0.287 -3.652 2.959 0.368
H 1.834 -1.769 3.397 0.271
H 3.082 0.488 1.834 0.202
H 2.653 1.442 -0.329 0.375
H 1.347 0.251 -2.387 0.274
H 0.857 -2.020 -1.993 0.235
C -3.663 1.273 -1.710 -1.537
C -2.627 2.185 -1.005 0.951
C -2.467 2.136 0.338 -0.691
C -1.132 2.563 0.840 -0.465
C -0.172 3.045 0.033 -0.457
C -0.600 3.327 -1.405 -0.478
C -1.728 2.817 -1.909 -0.449
H -4.620 1.804 -2.029 0.254
H -3.906 0.526 -1.074 0.490
H -2.988 0.792 -2.437 0.385
H -3.246 1.905 0.983 0.519
H -0.939 2.141 1.858 0.281
H 0.868 3.208 0.174 0.500
H 0.107 4.023 -1.918 0.301
H -2.101 2.964 -2.932 0.401

---

(6)
112
Properties=species:S:1:pos:R:3:mulliken_charge:R:1 method="wB97M-V/def2-TZVPD" lumo_ev=0.37 smiles=CC1(C)CCCC(C)(C)N1O.CC1(C)CCCC(C)(C)N1O.CC1(C)CCCC(C)(C)N1O.OCCO.CO.CO fmax_ev_per_a=2.86 gap_ev=8.7 homo_energy_ev=-8.357
C 0.602 -4.199 -1.835 -1.463
C 2.015 -4.496 -2.295 1.142
C 1.973 -4.306 -3.823 -1.620
C 2.919 -3.423 -1.690 -1.072
C 3.063 -3.560 -0.204 -0.467
C 3.615 -4.956 0.021 -1.282
C 2.856 -6.084 -0.609 1.839
C 3.667 -7.371 -0.508 -1.930
C 1.525 -6.349 0.151 -1.644
N 2.589 -5.807 -2.063 0.049
O 1.819 -6.878 -2.643 -0.472
H -0.002 -5.109 -1.761 0.274
H 0.497 -3.775 -0.838 0.288
H 0.157 -3.543 -2.585 0.384
H 1.435 -5.094 -4.327 0.356
H 1.536 -3.312 -3.999 0.361
H 3.029 -4.376 -4.211 0.416
H 3.790 -3.422 -2.306 0.451
H 2.386 -2.533 -2.036 0.144
H 3.735 -2.718 0.060 0.335
H 2.139 -3.439 0.286 0.342
H 3.751 -5.148 1.084 0.469
H 4.645 -5.061 -0.404 0.374
H 3.052 -8.136 -0.893 0.499
H 3.940 -7.608 0.573 0.321
H 4.623 -7.396 -1.091 0.370
H 1.799 -6.604 1.153 0.490
H 0.942 -7.217 -0.220 0.323
H 0.900 -5.471 0.190 0.298
H 0.917 -6.581 -2.521 0.433
C 1.095 1.206 -2.873 -1.721
C 0.329 2.520 -3.191 1.951
C -1.223 2.283 -3.034 -1.536
C 0.615 3.580 -2.093 -0.947
C 2.066 4.077 -2.149 -0.546
C 2.333 4.632 -3.501 -1.329
C 2.055 3.649 -4.657 1.898
C 2.157 4.349 -5.958 -2.081
C 3.097 2.490 -4.724 -1.667
N 0.660 3.160 -4.489 0.012
O 0.353 2.183 -5.551 -0.474
H 2.123 1.518 -2.620 0.249
H 0.720 0.763 -1.966 0.314
H 1.163 0.482 -3.668 0.344
H -1.742 3.268 -3.195 0.440
H -1.635 1.662 -3.872 0.403
H -1.462 1.814 -2.038 0.069
H -0.065 4.469 -2.249 0.448
H 0.449 3.056 -1.108 0.019
H 2.219 4.759 -1.303 0.316
H 2.702 3.278 -1.901 0.291
H 3.337 4.978 -3.621 0.464
H 1.746 5.572 -3.607 0.333
H 1.415 5.117 -5.905 0.516
H 1.960 3.673 -6.804 0.405
H 3.183 4.792 -6.147 0.392
H 3.555 2.255 -3.772 0.363
H 3.932 2.870 -5.350 0.447
H 2.714 1.549 -5.157 0.252
H -0.336 2.639 -6.052 0.348
C -2.316 0.109 3.236 -1.717
C -2.803 -1.090 2.390 2.117
C -2.537 -0.765 0.956 -2.198
C -2.045 -2.418 2.769 -1.255
C -2.698 -3.176 3.970 -0.747
C -4.231 -3.277 3.802 -1.213
C -4.964 -2.006 3.614 1.372
C -6.402 -2.289 3.039 -1.879
C -5.015 -1.144 4.913 -1.612
N -4.266 -1.296 2.548 0.298
O -4.869 -0.099 2.234 -0.521
H -2.987 0.959 3.256 0.473
H -2.052 -0.082 4.264 0.360
H -1.401 0.521 2.747 0.176
H -3.051 -1.525 0.355 0.538
H -2.833 0.270 0.635 0.326
H -1.483 -0.922 0.631 0.383
H -2.282 -3.152 1.961 0.337
H -0.981 -2.241 2.845 0.529
H -2.282 -4.170 4.195 0.379
H -2.554 -2.549 4.914 0.286
H -4.570 -3.696 4.762 0.407
H -4.396 -3.885 2.951 0.402
H -6.800 -1.369 2.651 0.452
H -6.993 -2.745 3.777 0.460
H -6.351 -3.018 2.170 0.306
H -5.626 -0.311 4.711 0.459
H -4.023 -0.750 5.302 0.241
H -5.575 -1.652 5.686 0.442
H -5.242 -0.312 1.378 0.375
O -0.091 7.170 3.431 -0.587
C 0.530 6.110 4.170 0.187
C 2.053 6.138 4.120 -0.481
O 2.545 6.106 2.778 -0.561
H 0.385 7.208 2.566 0.385
H 0.208 6.146 5.209 0.373
H 0.290 5.134 3.753 -0.231
H 2.318 5.218 4.690 0.255
H 2.461 7.015 4.592 0.345
H 2.263 5.323 2.303 0.374
C -2.587 4.896 1.337 -0.786
O -1.255 5.058 1.908 -0.482
H -3.289 5.711 1.539 0.330
H -2.504 4.988 0.226 0.238
H -3.064 3.991 1.660 0.246
H -1.439 5.639 2.662 0.293
C 0.996 2.614 2.152 -0.706
O 1.093 3.777 1.424 -0.391
H 0.918 1.732 1.521 0.221
H 1.899 2.506 2.788 0.318
H 0.148 2.551 2.896 0.225
H 0.323 4.378 1.514 0.478